C4H6BrFO in the gas phase at a distorted geometry. Source: the Open Molecules 2025 dataset; level of theory: wB97M-V/def2-TZVPD.

```
13
C4H6BrFO wB97M-V/def2-TZVPD
C 0.053 3.505 -0.786
C 0.335 2.405 0.052
C -0.534 -1.057 0.145
C 0.397 0.078 0.646
O 0.051 1.158 -0.217
F 1.163 2.534 1.136
Br 0.422 5.265 -0.202
H -0.754 3.435 -1.526
H -0.965 -1.532 1.048
H -1.206 -0.805 -0.652
H 0.191 -1.739 -0.239
H 1.438 0.043 0.584
H 0.066 0.293 1.563
```

Summary:
Energy above the lowest of the compared OMol25 structures with the same formula, charge and spin: 39.5 kcal per mole
Electronic energy: -79050.594 eV
2S+1: 1
HOMO energy: -8.37 eV
Largest force on an atom: 4.042 eV/Å
LUMO: 0.82 eV
Structure (SMILES): CCO/C(F)=C/Br